Run i
ORCA calculation (ωB97M-V with the def2-TZVPD basis set) on 2 unconnected molecules or ions with the total composition HN3OS.

XYZ file:
```
6
Properties=species:S:1:pos:R:3
O -1.260 1.025 -0.745
N -0.701 1.867 -0.089
N 0.681 -1.463 0.240
N 1.469 -0.695 0.013
H 0.349 1.579 -0.027
S -0.537 -2.314 0.609
```

orbital gap: 9.29 eV
multiplicity: 1
HOMO level: -9.6692 eV
E_LUMO: -0.014 Eh
SMILES string: N#[N+][S-].N=O

What are the Löwdin partial charges on each atom? They are as follows, in elementary charge units: number 1, O, carries -0.095; number 2, N, carries 0.013; number 3, N, carries -0.784; number 4, N, carries 0.160; number 5, H, carries 0.050; number 6, S, carries 0.655

---

Run ii
ORCA calculation (ωB97M-V with the def2-TZVPD basis set) on 2 unconnected molecules or ions with the total composition HN3OS.

XYZ file:
```
6
Properties=species:S:1:pos:R:3
O -1.887 0.903 -0.671
S -2.263 -0.090 0.347
N 0.754 -0.618 0.143
N -0.096 -1.328 0.501
H 1.825 0.982 -0.500
N 1.667 0.151 0.181
```

orbital gap (spin up / spin down): 7.40 / 7.46 eV
multiplicity: 1
HOMO level (spin up / spin down): -8.6581 / -8.6886 eV
E_LUMO (spin up / spin down): -0.046 / -0.045 Eh

What are the Löwdin partial charges on each atom? They are as follows, in elementary charge units: number 1, O, carries -0.695; number 2, S, carries 0.718; number 3, N, carries -0.312; number 4, N, carries 0.061; number 5, H, carries 0.137; number 6, N, carries 0.091

---

List of relative energies, unit hartree: run i 0.0000; run ii 0.0291

---

Run i
ORCA calculation (ωB97M-V with the def2-TZVPD basis set) on 2 unconnected molecules or ions with the total composition C2H2ClNO.

XYZ file:
```
7
Properties=species:S:1:pos:R:3
C 0.447 0.789 -1.302
N 0.653 1.308 -2.310
H 0.688 0.733 1.142
O -1.154 -0.223 0.953
C 0.072 -0.126 0.695
H -1.607 -0.844 0.225
Cl 0.901 -1.637 0.597
```

orbital gap (spin up / spin down): 10.01 / 10.01 eV
multiplicity: 1
HOMO level (spin up / spin down): -10.7889 / -10.7885 eV
E_LUMO (spin up / spin down): -0.029 / -0.029 Eh

What are the Löwdin partial charges on each atom? They are as follows, in elementary charge units: number 1, C, carries -0.218; number 2, N, carries -0.039; number 3, H, carries 0.122; number 4, O, carries -0.016; number 5, C, carries -0.755; number 6, H, carries 0.214; number 7, Cl, carries 0.692

---

Run ii
ORCA calculation (ωB97M-V with the def2-TZVPD basis set) on a molecular structure, C2H2ClNO.

XYZ file:
```
7
Properties=species:S:1:pos:R:3
C 0.505 0.870 -0.202
Cl -2.444 0.057 0.037
H 0.204 -1.629 0.697
O 1.339 -0.194 -0.275
C -0.553 0.072 0.037
H 0.730 1.878 -0.183
N 0.220 -1.054 -0.110
```

orbital gap: 9.83 eV
multiplicity: 1
HOMO level: -9.1126 eV
E_LUMO: 0.027 Eh

What are the Löwdin partial charges on each atom? They are as follows, in elementary charge units: number 1, C, carries -0.117; number 2, Cl, carries 0.496; number 3, H, carries 0.123; number 4, O, carries -0.019; number 5, C, carries -0.596; number 6, H, carries 0.095; number 7, N, carries 0.018

---

List of relative energies, unit hartree: run i 0.0000; run ii 0.0327